No. 1
ORCA calculation (wB97M-V/def2-TZVPD) on C32H40N5OP2Tc as an isolated structure.

Calculated total energy   -64081.5894 eV
LUMO energy (spin up / spin down)   -6.7 / -8.9 eV
Expectation value of S²   6.05

Geometry as ORCA input:
```
! RIJCOSX wB97M-V def2-TZVPD def2/J DEFGRID3
* xyz 2 5
Tc 0.53671 -0.75727 1.90238
C -1.49348 2.32823 3.30298
C -1.80715 1.22366 2.62537
C -1.59218 1.09699 1.11948
C -0.37226 1.68516 0.41138
C 0.94390 1.06086 0.83826
C 1.40897 1.45012 2.19469
C 1.00676 2.82522 2.72016
C -0.51028 3.33034 2.80466
C 0.88565 -2.61689 1.14874
H -1.98638 2.52108 4.26553
H -2.30448 0.31875 3.10087
H -2.52433 1.53568 0.76299
H -1.69628 0.05990 0.74623
H -0.44628 1.55067 -0.67824
H -0.34008 2.75141 0.54350
H 1.69221 1.09020 0.02499
H 2.47675 1.20988 2.39933
H 1.52187 3.58295 2.08960
H 1.41585 2.94914 3.72808
H -0.60133 4.22399 3.44340
H -0.79248 3.78129 1.83264
H 0.39285 -3.49349 1.62675
H 1.98687 -2.74431 1.21802
H 0.61635 -2.60918 0.06127
P 1.81257 -1.14673 -1.21322
P -2.12242 -0.46510 -1.50002
N 3.12004 -0.10187 -1.81301
N 2.38363 -2.45811 -2.37507
N -2.26450 1.19067 -2.36715
N -3.59523 -1.01486 -2.38067
C 0.55638 -0.43958 -2.33124
C -0.75374 -1.28503 -2.37800
C 4.24879 0.08816 -1.01343
C 5.15410 0.91017 -1.68186
C 4.57900 1.23038 -2.95255
C 3.33832 0.58389 -3.01137
C 2.56242 -3.76900 -1.95029
C 2.98137 -4.54471 -3.02680
C 3.08722 -3.68906 -4.16978
C 2.66724 -2.42188 -3.75142
C -2.38845 2.41089 -1.68980
C -2.26234 3.47086 -2.55892
C -2.13945 2.90071 -3.85636
C -2.17821 1.50939 -3.72885
C -4.45584 -0.31974 -3.25190
C -5.41005 -1.17614 -3.78110
C -5.19893 -2.45290 -3.16545
C -4.10850 -2.32251 -2.31054
H 0.94528 -0.35947 -3.36533
H 0.38125 0.57531 -1.92275
H -0.99188 -1.53459 -3.42062
H -0.61505 -2.23315 -1.82755
H 4.29201 -0.38709 -0.05174
H 6.11660 1.24931 -1.30142
H 5.00465 1.87414 -3.71899
H 2.62862 0.53738 -3.82992
H 2.33768 -4.03644 -0.92908
H 3.17289 -5.60965 -3.00135
H 3.41870 -3.97322 -5.17439
H 2.52009 -1.52768 -4.33381
H -2.49312 2.46515 -0.62861
H -2.31494 4.51422 -2.25438
H -2.04310 3.44963 -4.77434
H -2.21834 0.73598 -4.48709
H -4.34771 0.73292 -3.42366
H -6.16984 -0.94507 -4.52430
H -5.79406 -3.34975 -3.32659
H -3.65298 -3.02548 -1.62836
O 0.67601 -0.97740 3.76187
N 0.45910 -0.73067 5.09488
C -0.73903 -1.14615 5.62246
C -1.04415 -0.73741 6.92318
C -0.16680 0.03530 7.68502
C 1.04826 0.42828 7.10304
C 1.36944 -0.02195 5.81949
H -1.42974 -1.71198 4.98336
H -2.03068 -0.98449 7.32828
H -0.43119 0.34994 8.70450
H 1.76306 1.08045 7.59638
H 2.31775 0.22131 5.32751
*
```

=====

No. 2
ORCA calculation (wB97M-V/def2-TZVPD) on one molecule with the formula C22H31N3O4.

Calculated total energy   -35979.7184 eV
LUMO energy   0.5 eV

Geometry as ORCA input:
```
! RIJCOSX wB97M-V def2-TZVPD def2/J DEFGRID3
* xyz 0 1
C 3.32117 2.82199 -0.40442
C 2.11051 2.96061 0.48314
O 1.09193 2.08267 -0.04510
C -0.07004 2.09792 0.60584
O -0.33763 2.85495 1.49987
C -1.00903 0.98636 0.11946
C -0.62226 -0.31167 0.86788
C 0.86883 -0.51372 1.12483
O 1.36414 -0.20413 2.20162
N 1.56925 -1.07441 0.12553
C 3.01757 -1.17626 0.17585
C 3.52651 -2.35820 1.04237
C 2.71614 -3.62748 1.01595
C 1.48957 -3.71818 1.66794
C 0.78418 -4.90769 1.62775
C 1.33442 -5.98563 0.94935
N 2.51973 -5.93743 0.35088
C 3.17894 -4.78216 0.39487
C 3.55732 -1.11855 -1.25520
C 5.05046 -0.72878 -1.34749
C 5.62452 -1.53769 -2.53051
C 4.39650 -2.08006 -3.26976
C 3.41898 -2.36656 -2.13133
C -2.44946 1.37740 0.46576
C -2.88668 2.59816 -0.32988
C -2.83740 2.30671 -1.81661
N -1.59484 1.63042 -2.18336
C -0.87086 0.79532 -1.39564
O -0.13476 -0.04411 -1.89244
H 4.12455 3.45747 -0.03093
H 3.67506 1.79153 -0.41047
H 3.09256 3.11757 -1.42846
H 2.31425 2.65490 1.50987
H 1.72043 3.97797 0.49836
H -1.08141 -0.27475 1.85493
H -1.02920 -1.16303 0.31994
H 1.11226 -1.07853 -0.77834
H 3.37162 -0.27373 0.68635
H 4.55482 -2.57907 0.74433
H 3.56570 -2.00527 2.07402
H 1.11104 -2.86749 2.22162
H -0.17143 -5.00756 2.12532
H 0.80707 -6.93191 0.89614
H 4.15471 -4.78164 -0.08314
H 2.98514 -0.32276 -1.74838
H 5.15558 0.34551 -1.50396
H 5.57950 -0.96005 -0.42029
H 6.28165 -0.94709 -3.16836
H 6.21374 -2.37730 -2.15379
H 3.97952 -1.31178 -3.92765
H 4.61828 -2.95474 -3.88143
H 3.75056 -3.25476 -1.59218
H 2.39526 -2.54460 -2.46455
H -3.10390 0.52614 0.25040
H -2.50262 1.57925 1.53450
H -3.90342 2.88611 -0.06085
H -2.23646 3.43894 -0.08484
H -3.68568 1.67235 -2.09712
H -2.91177 3.22821 -2.39448
H -1.46740 1.42414 -3.16387
*
```

=====

No. 3
ORCA calculation (wB97M-V/def2-TZVPD) on a 2-piece molecular cluster, C20H26N2O4S overall.

Calculated total energy   -43169.4985 eV
LUMO energy   0.0 eV

Geometry as ORCA input:
```
! RIJCOSX wB97M-V def2-TZVPD def2/J DEFGRID3
* xyz 0 1
O 3.73802 1.41850 -0.83124
O -2.77128 1.05644 -4.02857
O 2.03766 -2.75847 -0.70408
O -1.81816 -0.98989 -3.87790
S 0.24134 1.67597 4.65400
C 3.05543 1.46472 0.18315
C -2.71465 -0.04564 -3.50923
C 2.45621 -1.60495 -0.78355
C -2.42044 -1.40021 -0.41262
C -1.23696 2.51919 2.53441
C -0.67737 1.40282 3.16490
C -2.98549 -0.27850 -1.04402
C -1.74517 -1.26977 0.80432
C -1.96669 2.38380 1.34985
C -0.86566 0.13492 2.59087
C -2.83738 0.97724 -0.43529
C -1.58631 -0.01149 1.39734
C -2.13839 1.12226 0.76943
N 3.70761 -1.33780 -1.17198
N 2.04273 0.63861 0.44399
C 0.83258 0.01571 5.17625
C 3.34117 2.51409 1.23041
C 4.68017 -2.34487 -1.59084
C -4.41841 -1.70203 -2.61867
C -3.70525 -0.35846 -2.38061
C 0.80559 0.16765 -1.61821
C 1.50907 -0.44414 -0.39914
H -1.29013 -0.57441 -4.57629
H -2.48599 -2.38619 -0.86070
H -1.09992 3.50412 2.97131
H -1.31698 -2.15323 1.26911
H -2.39034 3.26590 0.87858
H -0.45488 -0.75289 3.05606
H -3.25227 1.85733 -0.91884
H 3.97449 -0.35905 -1.21857
H 1.53728 0.81544 1.29721
H 1.47237 -0.42466 4.40618
H -0.01596 -0.64915 5.36250
H 1.41177 0.10114 6.10051
H 4.20944 3.09429 0.91990
H 2.47804 3.17082 1.32485
H 3.54637 2.03036 2.18338
H 5.62442 -1.86663 -1.85446
H 4.84741 -3.05740 -0.78110
H 4.29625 -2.88517 -2.45828
H -5.09435 -1.92679 -1.78733
H -3.70235 -2.52288 -2.72297
H -5.00941 -1.65129 -3.53887
H -4.47929 0.41506 -2.39448
H 1.53845 0.61787 -2.28868
H 0.09363 0.92961 -1.30012
H 0.26820 -0.61494 -2.15325
H 0.73375 -0.92297 0.19139
*
```